{
  "formula": "H14O7",
  "method": "ωB97M-V with the def2-TZVPD basis set",
  "elements": ["H", "H", "H", "H", "H", "H", "H", "H", "H", "H", "H", "H", "H", "H", "O", "O", "O", "O", "O", "O", "O"],
  "coordinates": [[-0.76, -2.07, 3.85], [0.18, -2.62, 1.69], [1.41, -1.88, 0.52], [2.35, -2.57, 1.75], [-1.62, -0.93, 1.64], [-1.18, -0.83, 0.15], [-0.76, 3.78, -2.70], [-0.23, 2.16, -1.17], [-0.33, -0.12, -2.92], [0.96, 1.48, -3.03], [0.61, 0.30, 0.50], [1.18, 0.19, -1.14], [-1.13, 2.69, 1.43], [-1.02, 1.20, 0.54], [-0.37, -1.70, 2.38], [1.56, -2.82, 1.07], [-1.72, -0.42, 0.80], [-0.38, 2.20, -2.25], [0.92, 0.38, -3.23], [0.74, -0.45, -0.39], [-0.39, 2.02, 0.54]],
  "nbo_charge": [0.425, 0.545, 0.543, 0.502, 0.523, 0.486, 0.415, 0.511, 0.483, 0.522, 0.525, 0.537, 0.499, 0.522, -1.051, -0.965, -0.998, -0.953, -0.998, -1.056, -1.020],
  "orbital_gap_ev": 9.0,
  "e_above_lowest_kcal_mol": 348.85,
  "lumo_ev": -1.336,
  "homo_ha": -0.38108
}